{"formula": "C47H52ClN4", "method": "wB97M-V/def2-TZVPD", "symbols": ["C", "N", "H", "C", "C", "C", "C", "H", "H", "H", "H", "H", "C", "C", "C", "C", "H", "C", "C", "C", "N", "N", "H", "H", "C", "H", "C", "H", "C", "H", "N", "C", "H", "H", "H", "C", "H", "C", "C", "C", "H", "H", "C", "C", "H", "C", "C", "H", "H", "C", "C", "H", "H", "C", "H", "Cl", "H", "H", "H", "C", "C", "H", "H", "C", "C", "H", "H", "H", "H", "C", "C", "H", "C", "C", "H", "C", "H", "H", "H", "C", "H", "H", "H", "C", "C", "C", "H", "H", "H", "H", "H", "C", "H", "C", "H", "H", "C", "H", "C", "C", "C", "C", "H", "H"], "xyz": [[-9.589506, 0.639880, 6.377166], [3.036776, 0.963928, -0.964186], [-6.068518, 2.228028, 6.573411], [-2.982297, -1.255998, -5.040259], [1.138144, 2.705146, 1.868526], [-0.741463, -0.504604, 4.759190], [2.905859, 0.580078, 5.671122], [0.433820, 1.673670, -12.342425], [-0.072483, 6.366346, 2.144005], [4.835244, -1.150861, -1.908469], [-10.070452, 1.871074, 8.072224], [-1.344315, -0.245685, -4.082467], [-1.455824, 0.220678, -6.179756], [1.012325, -0.371905, -12.660563], [2.260259, 0.122662, -2.987335], [0.570394, 0.584808, -10.494181], [3.596016, 1.463378, -0.265113], [-2.855689, 0.649223, 4.805534], [0.630934, 4.818940, 0.828683], [-1.189101, -1.367544, 5.753755], [2.259789, -0.099813, -4.309122], [3.237820, 0.902184, -2.308992], [5.804478, 0.813851, 3.922826], [1.430662, -2.684830, -10.213843], [0.267422, 5.339664, 2.066394], [-0.148403, -2.332910, 2.557924], [0.195597, -3.358819, 2.477451], [-4.300286, -0.093912, 6.213203], [-8.609964, 0.274963, 5.459638], [0.822340, 2.601071, 3.990612], [1.317320, -0.389002, -1.987635], [-9.305151, 1.583060, 7.359882], [1.845343, 0.786569, 5.572417], [1.476937, 1.676145, 1.792239], [2.729662, -0.170330, 7.677061], [4.761543, -0.227628, 6.978432], [-1.819143, 0.511161, -8.278267], [1.070840, 3.503044, 0.729772], [-2.471301, -1.223164, 6.274147], [0.770994, 3.224940, 3.104428], [4.680150, 2.408886, -1.952750], [6.445977, 0.943984, -2.116341], [1.005596, -5.189891, 1.135638], [1.076337, -5.990297, 2.271329], [-6.578303, 0.557722, 4.815974], [-3.302668, -0.211417, 5.803135], [-7.056994, 1.784820, 6.516459], [-4.527502, -2.126106, -6.254170], [1.073214, -0.268312, -13.738105], [-2.145024, 0.014915, -7.370562], [0.560628, -3.875920, 1.238336], [3.068283, -0.392970, -4.867251], [-3.789647, -0.985845, -8.324284], [-1.575269, 0.500217, 4.282250], [1.360526, 3.098760, -0.234841], [4.152300, 2.625083, -4.302960], [0.775446, -0.746948, -8.818669], [0.498637, -3.253604, 0.351059], [0.058521, 4.948945, 4.170391], [5.129803, 0.594338, 4.743866], [5.625953, 0.051869, 5.924516], [0.291442, 1.436582, -9.882317], [6.203540, 0.886631, -3.975436], [3.402531, 0.041170, 6.853017], [-3.667965, -1.465740, -6.232380], [-0.589483, 0.875371, -6.160704], [5.147569, -0.653937, 7.897596], [4.725772, -1.187951, -3.724873], [1.418467, -7.016181, 2.190830], [0.339638, 4.542749, 3.205432], [5.414308, -0.873539, -2.861817], [6.686157, -0.153147, 6.024160], [0.845513, -0.640823, -9.896216], [0.271850, -4.157695, 3.613937], [1.453922, 0.000506, 0.254250], [-3.251514, -0.826804, -7.396182], [-10.574964, 0.190258, 6.326229], [3.381359, 1.273064, 3.691927], [-0.539125, -2.152830, 6.124042], [-8.039691, 2.156243, 7.428153], [-7.818897, 2.892736, 8.193408], [-1.225795, 1.168425, 3.502411], [0.571840, 5.439241, -0.059097], [5.719734, 0.693126, -2.965041], [-1.877774, -0.411350, -5.013629], [3.769298, 0.854614, 4.615128], [1.296153, -5.590795, 0.170715], [-3.309057, -1.750967, -4.132350], [0.259592, -0.616277, 4.354139], [6.389812, -1.454521, -2.950199], [-8.833798, -0.455292, 4.689356], [1.867815, 0.156767, -0.787093], [-2.822154, -1.898092, 7.046883], [1.211531, -1.730427, -10.680211], [0.761774, -6.099284, 4.394643], [1.374149, 0.035807, -4.812978], [-7.343208, 0.845163, 5.529872], [-0.009888, -3.754452, 4.579662], [4.442721, 1.644620, -2.770264], [0.707968, -5.474402, 3.509666], [0.651613, 0.719018, -11.876191], [1.296286, -1.595056, -12.061882], [1.583160, -2.444110, -12.672936], [-3.504793, 1.435866, 4.435893]], "forces_ev_per_a": [[0.1, 0.1, 0.0], [-4.6, -3.7, -0.6], [-0.1, 0.0, 0.0], [0.0, 0.0, 0.0], [0.0, 0.2, -0.1], [0.0, 0.0, 0.0], [0.1, 0.0, -0.1], [0.0, -0.1, 0.0], [0.0, -0.1, 0.0], [1.2, 0.4, -1.2], [0.1, 0.0, -0.1], [-0.1, 0.0, 0.0], [-0.1, -0.2, 0.1], [0.0, 0.0, 0.1], [0.3, 0.3, 4.3], [0.0, -0.1, 0.0], [-0.2, -0.3, -0.7], [0.0, -0.1, 0.0], [0.0, 0.0, 0.0], [-0.1, 0.0, 0.0], [-0.6, 0.1, -0.3], [0.1, 0.4, -1.9], [0.0, 0.0, 0.1], [0.0, 0.1, 0.0], [0.0, -0.1, 0.0], [0.0, -0.1, 0.0], [0.1, -0.1, 0.0], [0.1, 0.0, 0.0], [0.0, 0.0, 0.0], [0.0, 0.1, -0.1], [4.7, 3.6, 1.4], [0.1, 0.0, -0.1], [0.1, 0.0, 0.1], [0.0, 0.0, 0.1], [0.0, 0.0, -0.1], [0.0, 0.0, -0.1], [0.0, -0.1, 0.0], [0.0, 0.0, 0.2], [0.1, 0.1, -0.1], [0.0, 0.0, 0.1], [-0.6, -1.0, -1.3], [-0.9, -0.2, -1.4], [0.0, 0.0, 0.1], [0.0, 0.1, 0.0], [-0.1, 0.0, 0.0], [0.1, 0.0, 0.0], [-0.1, -0.1, -0.1], [0.1, 0.1, 0.0], [0.0, 0.0, 0.1], [0.0, 0.0, 0.0], [0.1, 0.0, 0.1], [-0.5, 0.6, 0.7], [0.1, 0.0, 0.1], [0.0, 0.0, 0.0], [-0.1, 0.1, 0.0], [-0.1, -0.9, 1.3], [0.0, 0.0, -0.1], [0.0, -0.1, 0.0], [0.0, 0.0, -0.1], [-0.1, 0.0, 0.0], [-0.1, 0.0, 0.0], [0.0, 0.0, -0.1], [-0.6, 0.0, 1.5], [0.0, 0.0, 0.0], [0.1, 0.1, 0.0], [-0.1, 0.1, 0.0], [0.0, 0.0, -0.1], [1.2, 0.3, 1.1], [0.0, 0.1, 0.0], [0.0, 0.0, -0.1], [-0.8, 0.3, -0.3], [-0.1, 0.0, 0.0], [0.0, 0.0, -0.1], [0.0, 0.0, -0.1], [0.5, 0.1, -1.6], [0.0, 0.0, 0.1], [0.1, 0.0, 0.0], [0.0, 0.0, 0.1], [0.0, 0.1, 0.0], [0.0, 0.0, 0.0], [0.0, -0.1, -0.1], [-0.1, 0.0, 0.0], [0.0, 0.0, 0.1], [0.2, -0.7, 0.5], [0.1, 0.0, -0.1], [0.0, -0.1, 0.1], [0.0, 0.0, 0.1], [0.0, 0.0, -0.1], [0.0, 0.0, 0.0], [-1.4, 0.8, 0.2], [0.0, 0.1, 0.1], [0.1, 0.2, -1.8], [0.0, 0.1, -0.1], [0.0, 0.1, 0.0], [0.0, 0.1, -0.1], [0.5, -0.5, 0.4], [0.0, 0.1, 0.1], [0.0, 0.0, -0.1], [1.3, 0.2, -0.4], [0.0, 0.0, -0.1], [0.0, -0.1, 0.0], [0.0, 0.0, 0.0], [0.0, 0.1, 0.0], [0.0, -0.1, 0.0]], "mulliken_charge": [-0.342, -0.207, 0.353, -0.570, 0.214, -0.262, -0.151, 0.360, 0.369, 0.216, 0.356, 0.383, -0.257, -0.398, 0.260, -0.354, 0.285, -0.430, -0.588, -0.701, -0.152, 0.488, 0.349, 0.351, -0.392, 0.389, -0.206, 0.258, -0.493, 0.441, -0.441, -0.360, 0.353, -0.191, 0.392, -0.419, 0.376, -0.135, -0.644, -0.205, 0.402, 0.264, -0.524, -0.346, 0.329, -0.239, -0.255, 0.371, 0.363, -0.336, -0.425, 0.222, 0.379, -0.377, 0.370, -0.122, 0.341, 0.477, 0.415, -0.519, -0.395, 0.362, 0.339, -0.649, -0.322, 0.465, 0.371, 0.149, 0.367, -0.683, -0.867, 0.365, -0.161, 0.020, 0.487, -0.551, 0.357, 0.199, 0.441, -0.451, 0.354, 0.371, 0.388, -0.377, -0.299, 0.091, 0.364, 0.368, 0.818, 0.368, 0.357, -0.117, 0.382, -0.490, 0.372, 0.116, -0.197, 0.104, -0.324, -0.612, -0.393, -0.333, 0.359, 0.404], "total_energy_ha": -2501.03092, "fmax_ev_per_a": 6.05, "homo_ev": -10.5, "homo_lumo_gap_ev": 6.77, "charge": 1}